No. 1
Computed, not measured: a 10-piece molecular cluster, C5H30N2O10 overall in a non-equilibrium geometry, with the ωB97M-V functional and the def2-TZVPD basis.

Last column: Mulliken charge in e.
Element x y z (Å)
C1 0.850 -3.781 -1.157  -0.99
C2 0.432 -2.289 -1.145  0.11
N1 0.845 -1.484 -2.329  -0.43
C3 0.792 -1.549 0.236  0.21
O1 1.895 -1.032 0.262  -0.66
N2 -0.069 -1.683 1.280  0.44
C4 0.438 -1.271 2.649  -1.13
C5 -1.306 -2.437 1.375  -0.98
H1 1.522 -4.106 -1.906  0.44
H2 1.401 -4.090 -0.206  0.22
H3 -0.280 -4.088 -1.372  0.25
H4 -0.610 -2.384 -1.172  0.27
H5 1.141 -2.136 -3.008  0.23
H6 1.496 -0.684 -1.978  0.14
H7 0.606 -2.081 3.380  0.37
H8 1.599 -0.978 2.664  0.38
H9 -0.282 -0.629 3.037  0.35
H10 -1.862 -2.734 0.437  0.29
H11 -2.145 -1.898 1.971  0.23
H12 -1.287 -3.311 1.933  0.43
O2 -2.804 2.591 -1.240  -0.60
H13 -1.902 2.568 -1.490  0.24
H14 -3.112 3.469 -1.375  0.27
O3 0.786 2.951 -1.146  -0.61
H15 0.333 2.612 -1.945  0.31
H16 0.243 2.925 -0.391  0.33
O4 3.645 2.452 1.659  -0.66
H17 3.661 1.508 1.988  0.33
H18 3.704 2.967 2.501  0.31
O5 -3.239 0.329 2.908  -0.59
H19 -4.228 0.294 2.896  0.30
H20 -3.267 0.753 2.055  0.32
O6 1.384 1.335 2.288  -0.74
H21 1.691 0.596 1.723  0.11
H22 1.540 2.015 1.567  0.53
O7 -0.374 1.908 0.977  -0.72
H23 -0.494 2.150 1.834  0.25
H24 -0.035 0.932 0.850  0.52
O8 2.834 1.301 -2.833  -0.63
H25 3.029 1.082 -2.002  0.29
H26 2.303 2.169 -2.646  0.32
O9 -0.642 1.159 -4.663  -0.63
H27 -0.953 0.699 -3.887  0.30
H28 0.229 1.304 -4.503  0.30
O10 -3.251 0.692 0.296  -0.73
H29 -2.496 1.341 0.211  0.43
H30 -3.763 0.544 -0.582  0.28

Output
SMILES string = C[C@H](N)C(=O)N(C)C.O.O.O.O.O.O.O.O.O
HOMO-LUMO gap = 9.4 eV
energy relative to the best compared isomer or geometry (same formula, charge and spin) = 611.5 kJ/mol
E_LUMO = 0.135 eV

No. 2
Computed, not measured: a 14-piece molecular cluster, C56H154N14O14 overall in a non-equilibrium geometry, with the ωB97M-V functional and the def2-TZVPD basis.

Last column: Mulliken charge in e.
Element x y z (Å)
C1 1.074 7.074 -1.330  -1.53
C2 2.332 6.395 -0.835  -0.07
C3 2.208 5.194 0.184  0.00
O1 1.434 5.661 1.315  -0.40
C4 1.940 5.256 2.565  -0.90
N1 3.338 6.197 -1.928  -0.56
H1 1.221 7.981 -1.916  0.40
H2 0.325 7.289 -0.567  0.31
H3 0.633 6.221 -1.846  0.25
H4 2.884 7.179 -0.316  0.55
H5 3.153 4.684 0.372  0.52
H6 1.487 4.442 -0.137  -0.08
H7 1.389 5.828 3.311  0.39
H8 3.000 5.385 2.786  0.47
H9 1.718 4.195 2.684  0.18
H10 3.594 7.085 -2.334  0.31
H11 4.205 5.899 -1.502  0.17
C5 -1.697 5.132 3.296  -1.68
C6 -1.612 3.678 2.770  1.68
C7 -2.933 2.930 3.008  -0.17
O2 -2.905 2.405 4.339  -0.34
C8 -4.145 1.752 4.776  -0.66
N2 -1.159 3.692 1.383  -0.68
H12 -1.639 5.069 4.382  0.34
H13 -2.587 5.591 2.865  0.43
H14 -0.853 5.756 3.004  0.28
H15 -0.736 3.278 3.280  -0.43
H16 -2.905 2.053 2.360  -0.23
H17 -3.823 3.542 2.867  0.55
H18 -4.297 0.969 4.033  0.19
H19 -4.947 2.490 4.801  0.32
H20 -4.104 1.294 5.764  0.18
H21 -0.776 2.822 1.042  -0.07
H22 -0.366 4.314 1.315  0.08
C9 2.430 1.466 0.997  0.12
C10 1.839 0.329 0.181  2.31
C11 0.303 0.452 -0.053  -1.47
O3 -0.412 0.336 1.171  2.26
C12 -1.741 -0.035 0.897  -1.35
N3 2.683 0.220 -1.028  0.92
H23 3.420 1.174 1.348  -0.85
H24 1.796 1.661 1.862  0.09
H25 2.485 2.265 0.257  -0.18
H26 1.971 -0.603 0.731  -1.56
H27 0.018 -0.367 -0.713  0.16
H28 0.080 1.371 -0.594  0.56
H29 -1.819 -0.945 0.302  0.03
H30 -2.211 0.850 0.468  0.42
H31 -2.315 -0.203 1.809  0.12
H32 2.721 1.081 -1.554  -0.22
H33 2.344 -0.480 -1.673  -1.04
C13 -3.858 -2.614 -1.145  -0.06
C14 -5.308 -2.986 -1.538  1.19
C15 -5.483 -4.484 -1.707  -0.49
O4 -6.877 -4.679 -2.004  -0.50
C16 -7.100 -6.078 -2.391  -0.90
N4 -6.158 -2.605 -0.458  -0.66
H34 -3.534 -3.033 -0.192  -0.51
H35 -3.661 -1.568 -0.911  -0.05
H36 -3.205 -2.907 -1.967  0.06
H37 -5.649 -2.427 -2.409  -0.21
H38 -5.178 -4.939 -0.764  -0.10
H39 -4.878 -4.791 -2.560  0.85
H40 -6.629 -6.712 -1.640  0.32
H41 -6.659 -6.339 -3.353  0.30
H42 -8.158 -6.331 -2.459  0.30
H43 -5.891 -3.174 0.333  0.27
H44 -7.032 -3.000 -0.774  0.48
C17 0.603 0.711 4.601  -0.21
C18 0.573 -0.819 4.629  0.10
C19 -0.847 -1.426 4.747  -0.61
O5 -1.404 -0.917 6.039  -0.44
C20 -2.754 -1.318 6.267  -0.52
N5 1.091 -1.202 3.337  0.64
H45 -0.020 1.142 3.817  -0.56
H46 1.638 1.035 4.488  -0.37
H47 0.236 1.158 5.525  0.86
H48 1.158 -1.089 5.507  0.62
H49 -0.872 -2.515 4.706  0.78
H50 -1.426 -1.017 3.919  -0.08
H51 -3.312 -1.158 5.345  -0.03
H52 -3.263 -0.763 7.056  0.35
H53 -2.831 -2.393 6.430  0.30
H54 1.973 -0.721 3.233  -0.01
H55 0.509 -0.881 2.576  -1.06
C21 7.244 -0.553 3.451  -0.98
C22 7.317 -1.610 2.338  0.30
C23 5.897 -1.766 1.729  -0.07
O6 5.045 -2.254 2.761  -0.46
C24 3.732 -2.720 2.399  0.42
N6 8.138 -1.185 1.232  -0.68
H56 7.131 0.433 3.000  -0.07
H57 8.133 -0.558 4.082  0.42
H58 6.414 -0.711 4.140  0.40
H59 7.582 -2.541 2.839  0.46
H60 5.867 -2.571 0.995  0.39
H61 5.443 -0.923 1.210  -0.31
H62 3.201 -2.778 3.349  0.36
H63 3.591 -3.690 1.923  0.38
H64 3.232 -1.933 1.834  -0.69
H65 7.853 -0.274 0.903  0.26
H66 9.116 -1.164 1.485  0.32
C25 6.158 1.793 -2.996  -1.59
C26 6.334 1.394 -1.504  0.83
C27 7.653 1.888 -0.894  -1.16
O7 7.839 1.348 0.375  -0.24
C28 8.982 1.878 1.012  -0.96
N7 5.125 1.847 -0.883  0.00
H67 6.434 2.848 -2.966  0.33
H68 5.200 1.587 -3.472  0.16
H69 6.902 1.203 -3.532  0.56
H70 6.336 0.327 -1.280  0.35
H71 7.598 2.974 -0.811  0.43
H72 8.411 1.630 -1.634  0.42
H73 9.887 1.543 0.505  0.33
H74 9.060 1.382 1.980  0.33
H75 8.960 2.947 1.222  0.32
H76 5.307 1.642 0.089  0.00
H77 4.374 1.219 -1.131  -0.05
C29 2.853 -1.161 -4.578  -0.27
C30 2.547 -2.679 -4.505  0.08
C31 1.590 -3.035 -3.347  0.31
O8 2.023 -2.476 -2.129  0.45
C32 3.232 -2.933 -1.524  -0.95
N8 1.926 -3.060 -5.704  -0.74
H78 3.429 -0.907 -5.467  0.32
H79 3.410 -0.883 -3.683  -0.15
H80 1.939 -0.573 -4.662  -0.27
H81 3.523 -3.141 -4.360  0.36
H82 1.552 -4.116 -3.214  0.49
H83 0.558 -2.723 -3.506  -0.94
H84 4.116 -2.474 -1.967  0.30
H85 3.429 -3.999 -1.642  0.56
H86 3.286 -2.711 -0.458  -0.24
H87 1.028 -2.602 -5.645  0.30
H88 1.812 -4.057 -5.819  0.33
C33 4.299 2.258 3.799  -0.39
C34 4.510 2.910 5.152  0.53
C35 3.466 2.539 6.229  -0.69
O9 3.521 3.444 7.356  -0.39
C36 2.692 3.138 8.462  -0.72
N9 5.828 2.551 5.643  -0.73
H89 5.058 2.557 3.076  0.80
H90 3.288 2.491 3.465  -0.72
H91 4.387 1.176 3.897  0.12
H92 4.489 3.978 4.933  0.33
H93 3.649 1.509 6.534  0.41
H94 2.482 2.518 5.761  0.21
H95 2.783 3.951 9.183  0.25
H96 2.983 2.184 8.902  0.31
H97 1.680 3.020 8.075  0.28
H98 5.977 3.168 6.428  0.28
H99 6.492 2.915 4.974  0.23
C37 -1.481 -0.138 -3.985  0.41
C38 -1.745 -1.525 -4.507  1.06
C39 -3.200 -1.649 -4.975  -0.69
O10 -3.707 -2.955 -4.741  -0.34
C40 -5.068 -3.021 -5.126  -0.56
N10 -0.957 -1.816 -5.629  -0.48
H100 -0.396 -0.042 -4.023  -0.73
H101 -1.715 -0.009 -2.928  -0.26
H102 -2.023 0.631 -4.535  0.47
H103 -1.657 -2.283 -3.730  -0.46
H104 -3.384 -1.164 -5.934  0.34
H105 -3.791 -1.060 -4.274  0.08
H106 -5.439 -4.035 -4.976  0.24
H107 -5.330 -2.632 -6.110  0.39
H108 -5.647 -2.398 -4.444  0.02
H109 -1.008 -1.007 -6.232  0.32
H110 -1.323 -2.528 -6.245  0.23
C41 -8.602 -4.037 2.155  -1.68
C42 -7.577 -5.108 1.731  1.56
C43 -6.221 -4.907 2.397  -0.98
O11 -5.610 -3.710 1.933  -0.31
C44 -4.653 -3.168 2.790  -1.30
N11 -8.132 -6.447 2.032  -0.77
H111 -9.568 -4.284 1.715  0.45
H112 -8.439 -3.008 1.837  0.33
H113 -8.809 -3.985 3.224  0.38
H114 -7.438 -5.169 0.651  -0.40
H115 -5.618 -5.804 2.253  0.25
H116 -6.418 -4.884 3.469  0.44
H117 -5.153 -2.788 3.681  0.46
H118 -4.091 -2.395 2.267  0.22
H119 -3.832 -3.845 3.028  0.46
H120 -7.490 -7.197 1.820  0.24
H121 -8.362 -6.535 3.012  0.25
C45 0.789 2.809 -3.744  -1.76
C46 2.325 2.780 -3.706  1.74
C47 2.955 3.751 -4.705  -0.57
O12 2.593 3.332 -6.054  -0.34
C48 3.358 4.041 -7.106  -0.81
N12 2.771 3.080 -2.346  0.40
H122 0.370 2.131 -3.000  -0.08
H123 0.455 2.398 -4.696  0.47
H124 0.462 3.844 -3.642  0.38
H125 2.537 1.717 -3.821  -0.57
H126 4.035 3.654 -4.601  0.36
H127 2.676 4.773 -4.446  0.37
H128 4.415 3.898 -6.881  0.33
H129 3.175 5.094 -7.318  0.28
H130 3.176 3.511 -8.040  0.28
H131 3.779 3.013 -2.330  -0.06
H132 2.724 4.083 -2.234  -0.44
C49 0.289 -3.488 0.560  -1.55
C50 -0.718 -3.780 1.634  2.30
C51 -1.497 -5.071 1.291  -1.70
O13 -2.030 -4.985 0.004  0.00
C52 -2.713 -6.242 -0.281  -0.96
N13 -0.046 -3.920 2.892  -0.58
H133 0.097 -3.607 -0.506  0.33
H134 1.136 -4.169 0.639  0.55
H135 0.714 -2.485 0.584  0.09
H136 -1.366 -2.904 1.669  -0.75
H137 -2.215 -5.256 2.089  0.42
H138 -0.831 -5.934 1.285  0.49
H139 -3.266 -6.174 -1.218  0.18
H140 -3.540 -6.337 0.423  0.25
H141 -2.176 -7.190 -0.305  0.38
H142 0.228 -2.996 3.192  -0.15
H143 0.773 -4.493 2.751  0.38
C53 -6.698 0.974 -5.686  -0.92
C54 -6.642 2.342 -4.875  0.35
C55 -5.178 2.667 -4.419  -0.79
O14 -4.451 1.651 -3.652  -0.10
C56 -4.845 1.210 -2.368  -0.42
N14 -7.221 3.395 -5.676  -0.73
H144 -5.974 1.121 -6.488  0.30
H145 -7.696 0.833 -6.100  0.39
H146 -6.355 0.125 -5.096  0.01
H147 -7.273 2.200 -3.997  0.31
H148 -5.130 3.631 -3.912  0.32
H149 -4.706 2.780 -5.395  0.27
H150 -3.991 0.758 -1.865  -0.34
H151 -5.674 0.507 -2.447  0.29
H152 -5.073 2.063 -1.728  0.55
H153 -7.088 4.314 -5.277  0.26
H154 -6.727 3.562 -6.541  0.27

Output
HOMO-LUMO gap = 9.0 eV
energy relative to the best compared isomer or geometry (same formula, charge and spin) = 582.7 kJ/mol
E_LUMO = 0.498 eV

No. 3
Computed, not measured: an isolated molecule of C8H12N2OS in a non-equilibrium geometry, with the ωB97M-V functional and the def2-TZVPD basis.

Last column: Mulliken charge in e.
Element x y z (Å)
C1 2.160 -2.365 0.388  -0.04
C2 -1.030 -0.471 0.369  0.56
C3 -1.033 -2.089 0.025  -0.42
C4 0.137 -2.459 -0.725  -0.15
C5 0.927 -0.428 -0.927  -0.57
C6 0.541 2.148 1.105  -1.28
C7 -1.446 2.222 -0.388  -1.73
C8 -0.051 1.674 -0.249  0.20
N1 1.196 -3.014 -0.062  -0.51
N2 -0.121 0.253 -0.285  0.14
O1 -1.899 -0.011 1.095  -0.61
S1 2.495 -0.691 -0.101  -0.14
H1 2.904 -2.885 1.001  0.39
H2 -0.958 -2.480 1.152  0.24
H3 -2.094 -2.290 -0.377  0.31
H4 -0.111 -2.785 -1.754  0.34
H5 1.031 -0.182 -2.060  0.41
H6 0.487 3.245 1.102  0.35
H7 -0.056 1.542 1.783  0.36
H8 1.558 1.959 1.276  0.39
H9 -1.884 2.213 0.571  0.38
H10 -1.955 1.659 -1.061  0.45
H11 -1.342 3.205 -0.753  0.50
H12 0.543 2.027 -1.125  0.41

Output
HOMO-LUMO gap = 9.6 eV
energy relative to the best compared isomer or geometry (same formula, charge and spin) = 305.4 kJ/mol
E_LUMO = 0.726 eV